Computed, not measured: C39H39GaNO5PTe2 as an isolated structure, with ωB97M-V with the def2-TZVPD basis set.

Cartesian coordinates (Å):
C: 2.20 -2.17 2.71
H: -0.42 2.54 -1.66
C: 1.14 -5.52 4.21
H: -5.07 -4.55 2.50
H: -1.64 -0.28 -2.28
H: -0.49 0.56 5.23
H: 5.44 0.26 2.01
C: -1.17 -2.54 0.97
H: -6.48 0.42 -1.81
C: -2.58 -1.33 -0.61
C: 0.62 0.67 -1.46
C: 1.54 -0.19 -2.06
O: -1.97 2.90 2.74
C: -1.27 0.14 4.59
C: 2.35 0.84 3.26
C: -2.21 -3.62 0.96
C: 2.20 -3.35 3.42
C: -3.48 1.93 -2.29
C: 2.10 0.12 -3.30
H: -5.23 4.35 -0.68
H: -3.08 -0.44 -0.24
H: -4.92 -6.36 0.82
H: -0.38 -1.79 4.21
C: 3.52 2.91 2.91
H: -2.98 3.91 -1.63
O: -1.32 1.39 0.96
H: 1.52 2.76 3.69
C: -2.86 3.60 3.63
C: -0.01 -2.74 1.84
H: 2.16 1.53 -4.92
H: 1.84 -1.10 -1.56
H: 2.81 -0.56 -3.76
C: 1.12 -4.24 3.42
C: -3.27 -3.59 1.85
C: 0.05 -3.91 2.61
H: 0.23 -5.63 4.80
H: -1.20 4.33 4.79
Te: -4.03 -0.93 -3.23
C: 3.45 0.13 2.78
N: -1.36 -1.50 0.22
C: 0.28 1.85 -2.12
C: 0.83 2.16 -3.36
C: -4.24 -4.58 1.80
C: -3.76 3.15 -1.68
O: -0.98 0.58 3.24
H: 5.50 2.74 2.11
C: 4.59 0.82 2.37
H: 0.55 3.08 -3.86
H: 1.47 0.30 3.57
H: 1.99 -5.54 4.90
C: -2.17 3.85 4.95
H: 3.09 -3.59 4.00
C: -1.28 -1.37 4.66
C: -5.99 2.42 -1.21
H: -3.27 -2.16 -0.48
C: -2.24 -1.16 -2.09
C: 3.47 -1.36 2.73
P: -2.06 1.36 2.33
C: 1.09 -1.83 1.91
Ga: -0.16 0.11 0.23
H: -2.79 4.51 5.57
H: -6.97 2.61 -0.79
H: -0.79 -4.60 2.58
O: 4.53 -1.95 2.75
O: 1.13 -0.72 1.23
C: -2.12 -4.64 0.02
C: -5.01 3.40 -1.15
Te: -4.18 0.43 2.51
C: -4.46 0.94 -2.33
H: -1.33 -1.69 5.70
C: 4.62 2.21 2.43
H: -1.70 -2.02 -2.49
H: -3.78 3.03 3.76
H: -2.23 0.53 4.91
H: -1.28 -4.66 -0.68
H: -3.01 -6.43 -0.76
C: -5.72 1.19 -1.79
H: -2.01 2.92 5.50
H: -3.11 4.54 3.14
C: 2.38 2.22 3.33
H: 3.54 3.99 2.95
C: 1.73 1.29 -3.95
H: 1.22 -6.39 3.56
C: -3.09 -5.63 -0.03
C: -4.15 -5.60 0.86
H: -2.15 -1.76 4.12
H: -3.34 -2.79 2.57
H: -2.51 1.76 -2.72

LUMO level   -0.2896 eV
Electronic energy   -4742.853350 a.u.
Energy relative to the best compared isomer or geometry (same formula, charge and spin)   0.00 kcal/mol
Orbital gap   7.4846 eV

Computed, not measured: C39H39N10O5RhS2 as an isolated structure at a distorted geometry, with ωB97M-V with the def2-TZVPD basis set.

Cartesian coordinates (Å):
H: -1.93 6.36 -3.39
N: -0.42 3.12 1.04
C: -0.27 2.44 2.26
H: -0.33 5.32 2.89
H: -0.64 -0.12 -6.55
H: 1.99 1.57 -2.09
H: 0.47 0.97 5.74
N: -0.60 -0.35 -4.50
C: 0.38 -2.64 -6.25
C: 2.76 -1.28 -0.05
S: -1.83 -1.09 1.70
C: -0.26 2.67 4.66
S: -0.63 -2.58 2.66
H: 0.07 3.14 -5.33
C: 1.00 1.50 -4.15
O: -0.91 -3.80 1.95
H: 4.96 1.70 0.86
H: -1.57 -2.32 -7.08
H: -1.33 -2.87 -0.43
N: 4.55 -4.81 -1.63
H: 2.18 7.06 0.72
N: 0.73 0.01 -4.35
H: -1.29 -2.96 -4.11
O: -1.04 -2.52 4.03
H: 1.80 -5.47 -1.73
H: -2.17 -0.78 -3.17
C: -1.07 -2.19 -6.12
C: 0.45 0.63 3.63
Rh: 0.15 -0.37 0.94
H: 1.00 8.75 -0.67
C: 0.78 7.70 -0.78
C: -1.16 -0.69 -5.78
C: 4.95 -0.29 0.07
N: 2.21 -0.16 0.48
H: -1.03 4.87 -3.65
H: 0.89 -2.08 -7.03
O: 5.77 -4.77 -1.67
N: -0.29 1.42 -0.52
C: 2.42 -3.56 -0.97
C: 1.11 5.42 -0.13
H: -2.30 4.93 -2.42
C: 0.13 -4.31 -1.11
C: 0.14 5.01 -1.04
N: 0.58 -2.16 -0.23
C: -2.77 1.56 -2.02
H: -1.35 4.98 4.29
H: -3.63 1.40 -2.68
O: 3.93 -5.78 -2.00
C: -0.48 5.94 -1.87
C: 4.37 0.83 0.58
H: -0.60 -5.06 -1.36
H: -2.84 -2.70 -4.95
H: 0.91 -2.47 -5.31
C: 4.65 -2.58 -0.82
H: -0.35 3.33 -2.14
H: 2.50 1.73 1.20
C: 1.47 -4.55 -1.31
C: -0.28 2.68 -0.21
H: -0.47 3.25 5.55
C: -0.22 1.09 -1.90
N: -0.20 3.64 -1.19
H: -2.83 0.87 -1.19
C: -1.27 2.35 -3.89
H: 6.02 -0.35 -0.08
C: 1.13 1.19 -2.65
C: 0.25 1.39 4.77
C: 1.89 -2.36 -0.41
C: -0.28 -3.09 -0.57
C: -1.06 4.62 3.30
C: -0.51 3.22 3.41
H: -2.09 3.01 -4.15
H: -2.21 -0.38 -5.79
C: -1.80 -3.03 -5.07
O: 0.75 -2.06 2.43
N: -0.25 -0.36 -2.23
H: 5.72 -2.69 -0.99
C: 3.85 -3.64 -1.14
C: -1.49 1.35 -2.81
C: -0.10 2.43 -4.53
C: 1.42 6.76 0.01
H: -0.63 8.01 -2.36
C: 0.16 1.12 2.35
C: -0.15 7.28 -1.72
C: 4.14 -1.39 -0.28
N: 1.05 -0.28 -2.94
H: -1.81 -4.08 -5.37
H: -2.83 2.58 -1.62
H: 1.64 4.68 0.47
H: -1.96 4.64 2.67
H: 1.94 1.74 -4.63
C: 2.99 0.86 0.78
C: -1.50 5.50 -2.89
H: 0.81 -0.38 3.74
H: -0.60 4.11 1.13
C: -1.29 -0.14 -3.27
H: 0.44 -3.70 -6.49

LUMO level   -1.3723 eV
Electronic energy   -3340.068152 a.u.
Energy relative to the best compared isomer or geometry (same formula, charge and spin)   44.12 kcal/mol
Orbital gap   5.9954 eV

Computed, not measured: C39H39N5ORbSb as an isolated structure, with ωB97M-V with the def2-TZVPD basis set.

Cartesian coordinates (Å):
N: -2.37 -1.53 -0.70
C: -3.38 -0.98 -1.36
N: 2.27 -1.22 -0.11
C: -1.13 -4.69 -3.01
C: -1.84 4.72 1.91
H: 5.73 -2.82 0.39
H: -2.49 2.12 -3.30
C: -1.21 0.69 6.04
O: 1.61 1.62 -2.86
Sb: 0.11 0.78 1.88
H: 0.70 -2.57 1.77
H: -1.48 3.35 -2.54
H: -1.30 -3.06 1.37
C: 4.76 -2.37 0.25
H: -2.87 -3.03 -5.38
H: 1.29 -4.12 1.17
C: -2.42 -2.83 -0.41
C: -1.15 2.45 1.48
C: 2.02 2.85 0.59
H: -1.44 -1.21 -4.47
N: -0.50 -2.39 -3.08
H: -1.72 5.65 2.45
H: 3.22 0.35 -1.05
H: 1.69 2.31 6.71
C: 0.91 1.81 6.14
C: -1.49 2.31 -2.89
C: -2.14 2.34 0.51
C: 1.96 1.79 1.49
C: -1.37 -2.21 -4.07
C: 2.39 -2.41 0.47
H: 3.67 -3.99 1.16
Rb: 0.04 0.02 -1.47
H: -5.32 -1.17 -2.26
C: 3.14 1.34 2.08
H: -2.60 -5.33 -4.43
H: -0.57 2.80 -4.93
C: 3.62 -3.02 0.68
C: 3.24 3.44 0.29
H: -3.54 -4.66 -0.48
C: -4.52 -1.67 -1.72
H: -3.71 3.34 -0.56
H: -2.10 0.31 6.53
C: -4.60 -3.01 -1.39
C: 1.09 -3.08 0.88
C: -3.53 -3.61 -0.73
C: 1.06 1.66 4.76
H: 3.12 0.49 2.76
H: -1.84 0.04 4.10
H: 3.28 4.27 -0.42
H: 2.12 4.01 -2.99
N: 0.07 -2.99 -0.16
C: -1.23 -3.41 0.33
C: -1.05 0.54 4.67
H: -1.32 -4.51 0.37
C: 4.41 3.00 0.89
C: 0.08 1.03 4.01
C: 0.52 -3.73 -1.34
H: -3.26 0.07 -1.61
C: -0.22 1.33 6.78
C: 4.64 -1.15 -0.40
H: 1.95 2.06 4.29
H: 0.67 4.43 -3.84
C: -2.97 3.42 0.23
C: 0.91 2.44 -3.45
H: -1.00 -5.66 -2.55
H: -0.43 1.13 -4.40
H: 0.65 -4.80 -1.10
H: 5.36 3.47 0.66
C: -2.02 -4.50 -4.05
C: -0.40 -3.60 -2.53
C: 3.37 -0.61 -0.55
C: -0.45 2.16 -4.03
H: -5.47 -3.60 -1.65
H: 5.50 -0.62 -0.77
H: -3.47 5.45 0.71
H: 5.26 1.58 2.26
H: -0.24 3.75 2.94
H: 1.12 3.21 0.11
H: -0.34 1.45 7.85
H: 1.49 -3.34 -1.63
C: 4.36 1.94 1.79
C: -1.00 3.65 2.18
C: -2.82 4.61 0.93
H: -2.25 1.44 -0.07
C: -2.16 -3.23 -4.58
N: 1.33 3.73 -3.54

LUMO level   0.2243 eV
Electronic energy   -2122.841810 a.u.
Energy relative to the best compared isomer or geometry (same formula, charge and spin)   6.91 kcal/mol
Orbital gap   5.2298 eV

Computed, not measured: C39H40BiN7P2Te as an isolated structure, with ωB97M-V with the def2-TZVPD basis set.

Cartesian coordinates (Å):
C: -3.44 1.44 2.68
H: 4.17 2.08 -2.56
N: 5.30 0.14 -1.69
C: -4.58 -0.52 -1.64
H: 0.22 4.46 1.97
C: 0.97 1.21 1.35
H: -1.97 3.19 -4.64
H: -2.76 2.34 0.17
C: -4.51 2.12 2.11
Te: -3.02 -0.56 2.14
H: 5.37 -1.95 -1.48
H: 2.09 -3.53 0.70
H: -4.32 -4.38 -1.45
H: -6.51 -3.30 -1.83
H: 1.03 -7.40 -0.80
N: 1.15 1.35 -1.78
H: -1.79 1.64 4.06
H: 2.97 0.40 1.36
C: -5.62 -2.69 -1.71
C: -0.14 -2.73 2.28
H: 3.65 -1.32 -0.62
H: -2.28 4.03 4.52
H: 7.20 0.84 -2.14
C: 1.66 -5.54 0.09
C: 2.97 2.50 1.73
C: -2.62 2.13 3.57
C: 1.37 -2.01 4.49
H: -0.12 -6.25 -2.70
C: 2.21 2.03 -2.09
C: 0.01 -3.62 3.32
C: -2.78 3.80 -1.41
H: -2.29 -2.99 -1.17
C: 0.37 -5.68 -1.92
C: 1.02 -6.32 -0.87
H: 0.32 1.92 -1.74
N: 3.15 -0.55 -1.05
C: 1.61 -4.17 -0.03
H: 2.18 -5.99 0.92
H: -6.67 -0.84 -1.96
C: -4.69 3.46 2.44
N: -3.90 4.13 3.27
H: 5.95 1.62 -3.07
H: 1.27 3.80 -2.45
H: 2.99 3.90 -2.48
H: 2.68 4.59 2.12
C: -2.90 3.47 3.83
H: -1.63 0.93 -3.72
C: 2.20 3.65 1.90
C: 1.22 -1.11 3.44
C: 0.77 -3.26 4.43
C: -2.13 3.01 -3.59
C: -1.94 1.74 -3.06
C: 0.38 -4.30 -1.96
H: -5.18 1.63 1.43
H: -2.71 5.03 -3.16
C: -4.39 -3.30 -1.50
C: 2.36 1.29 1.46
P: -1.88 -0.17 -1.03
H: -0.47 -4.58 3.28
N: 0.98 -3.55 -1.03
C: -2.16 1.49 -1.71
H: -4.66 0.55 -1.70
C: 0.21 2.36 1.53
Bi: 0.76 -0.93 -1.57
H: -5.52 4.01 2.01
C: -2.55 4.04 -2.76
H: 0.88 -3.95 5.26
H: -0.11 -3.77 -2.77
C: -5.71 -1.31 -1.79
N: 3.48 1.48 -2.15
H: 6.92 -1.14 -1.47
P: 0.10 -0.34 0.98
C: -3.25 -2.52 -1.35
N: 2.16 3.33 -2.41
C: 3.96 0.30 -1.60
C: -1.58 -0.13 0.69
H: -3.11 4.60 -0.76
C: 5.90 -1.06 -1.12
H: 1.94 -1.72 5.36
H: 4.05 2.55 1.83
H: 5.90 -1.05 -0.03
C: -2.58 2.53 -0.88
C: -3.35 -1.13 -1.41
C: 0.47 -1.47 2.32
H: 6.19 2.05 -1.35
H: 1.68 -0.13 3.51
C: 6.19 1.24 -2.08
C: 0.82 3.57 1.81
H: -0.76 -2.99 1.43
H: -0.87 2.30 1.46

LUMO level   -5.2918 eV
Electronic energy   -3058.319412 a.u.
Net charge   +2
Energy relative to the best compared isomer or geometry (same formula, charge and spin)   0.00 kcal/mol
Orbital gap   6.8749 eV

Question: Which of these has the highest energy relative to the best compared isomer or geometry (same formula, charge and spin)?
Answer: C39H39N10O5RhS2

Question: What is the energy relative to the best compared isomer or geometry (same formula, charge and spin) in the first record?
Answer: 0.00 kcal/mol

Copy entry 3 word for word.
Computed, not measured: C39H39N5ORbSb as an isolated structure, with ωB97M-V with the def2-TZVPD basis set.

Cartesian coordinates (Å):
N: -2.37 -1.53 -0.70
C: -3.38 -0.98 -1.36
N: 2.27 -1.22 -0.11
C: -1.13 -4.69 -3.01
C: -1.84 4.72 1.91
H: 5.73 -2.82 0.39
H: -2.49 2.12 -3.30
C: -1.21 0.69 6.04
O: 1.61 1.62 -2.86
Sb: 0.11 0.78 1.88
H: 0.70 -2.57 1.77
H: -1.48 3.35 -2.54
H: -1.30 -3.06 1.37
C: 4.76 -2.37 0.25
H: -2.87 -3.03 -5.38
H: 1.29 -4.12 1.17
C: -2.42 -2.83 -0.41
C: -1.15 2.45 1.48
C: 2.02 2.85 0.59
H: -1.44 -1.21 -4.47
N: -0.50 -2.39 -3.08
H: -1.72 5.65 2.45
H: 3.22 0.35 -1.05
H: 1.69 2.31 6.71
C: 0.91 1.81 6.14
C: -1.49 2.31 -2.89
C: -2.14 2.34 0.51
C: 1.96 1.79 1.49
C: -1.37 -2.21 -4.07
C: 2.39 -2.41 0.47
H: 3.67 -3.99 1.16
Rb: 0.04 0.02 -1.47
H: -5.32 -1.17 -2.26
C: 3.14 1.34 2.08
H: -2.60 -5.33 -4.43
H: -0.57 2.80 -4.93
C: 3.62 -3.02 0.68
C: 3.24 3.44 0.29
H: -3.54 -4.66 -0.48
C: -4.52 -1.67 -1.72
H: -3.71 3.34 -0.56
H: -2.10 0.31 6.53
C: -4.60 -3.01 -1.39
C: 1.09 -3.08 0.88
C: -3.53 -3.61 -0.73
C: 1.06 1.66 4.76
H: 3.12 0.49 2.76
H: -1.84 0.04 4.10
H: 3.28 4.27 -0.42
H: 2.12 4.01 -2.99
N: 0.07 -2.99 -0.16
C: -1.23 -3.41 0.33
C: -1.05 0.54 4.67
H: -1.32 -4.51 0.37
C: 4.41 3.00 0.89
C: 0.08 1.03 4.01
C: 0.52 -3.73 -1.34
H: -3.26 0.07 -1.61
C: -0.22 1.33 6.78
C: 4.64 -1.15 -0.40
H: 1.95 2.06 4.29
H: 0.67 4.43 -3.84
C: -2.97 3.42 0.23
C: 0.91 2.44 -3.45
H: -1.00 -5.66 -2.55
H: -0.43 1.13 -4.40
H: 0.65 -4.80 -1.10
H: 5.36 3.47 0.66
C: -2.02 -4.50 -4.05
C: -0.40 -3.60 -2.53
C: 3.37 -0.61 -0.55
C: -0.45 2.16 -4.03
H: -5.47 -3.60 -1.65
H: 5.50 -0.62 -0.77
H: -3.47 5.45 0.71
H: 5.26 1.58 2.26
H: -0.24 3.75 2.94
H: 1.12 3.21 0.11
H: -0.34 1.45 7.85
H: 1.49 -3.34 -1.63
C: 4.36 1.94 1.79
C: -1.00 3.65 2.18
C: -2.82 4.61 0.93
H: -2.25 1.44 -0.07
C: -2.16 -3.23 -4.58
N: 1.33 3.73 -3.54

LUMO level   0.2243 eV
Electronic energy   -2122.841810 a.u.
Energy relative to the best compared isomer or geometry (same formula, charge and spin)   6.91 kcal/mol
Orbital gap   5.2298 eV

Copy entry 1 word for word.
Computed, not measured: C39H39GaNO5PTe2 as an isolated structure, with ωB97M-V with the def2-TZVPD basis set.

Cartesian coordinates (Å):
C: 2.20 -2.17 2.71
H: -0.42 2.54 -1.66
C: 1.14 -5.52 4.21
H: -5.07 -4.55 2.50
H: -1.64 -0.28 -2.28
H: -0.49 0.56 5.23
H: 5.44 0.26 2.01
C: -1.17 -2.54 0.97
H: -6.48 0.42 -1.81
C: -2.58 -1.33 -0.61
C: 0.62 0.67 -1.46
C: 1.54 -0.19 -2.06
O: -1.97 2.90 2.74
C: -1.27 0.14 4.59
C: 2.35 0.84 3.26
C: -2.21 -3.62 0.96
C: 2.20 -3.35 3.42
C: -3.48 1.93 -2.29
C: 2.10 0.12 -3.30
H: -5.23 4.35 -0.68
H: -3.08 -0.44 -0.24
H: -4.92 -6.36 0.82
H: -0.38 -1.79 4.21
C: 3.52 2.91 2.91
H: -2.98 3.91 -1.63
O: -1.32 1.39 0.96
H: 1.52 2.76 3.69
C: -2.86 3.60 3.63
C: -0.01 -2.74 1.84
H: 2.16 1.53 -4.92
H: 1.84 -1.10 -1.56
H: 2.81 -0.56 -3.76
C: 1.12 -4.24 3.42
C: -3.27 -3.59 1.85
C: 0.05 -3.91 2.61
H: 0.23 -5.63 4.80
H: -1.20 4.33 4.79
Te: -4.03 -0.93 -3.23
C: 3.45 0.13 2.78
N: -1.36 -1.50 0.22
C: 0.28 1.85 -2.12
C: 0.83 2.16 -3.36
C: -4.24 -4.58 1.80
C: -3.76 3.15 -1.68
O: -0.98 0.58 3.24
H: 5.50 2.74 2.11
C: 4.59 0.82 2.37
H: 0.55 3.08 -3.86
H: 1.47 0.30 3.57
H: 1.99 -5.54 4.90
C: -2.17 3.85 4.95
H: 3.09 -3.59 4.00
C: -1.28 -1.37 4.66
C: -5.99 2.42 -1.21
H: -3.27 -2.16 -0.48
C: -2.24 -1.16 -2.09
C: 3.47 -1.36 2.73
P: -2.06 1.36 2.33
C: 1.09 -1.83 1.91
Ga: -0.16 0.11 0.23
H: -2.79 4.51 5.57
H: -6.97 2.61 -0.79
H: -0.79 -4.60 2.58
O: 4.53 -1.95 2.75
O: 1.13 -0.72 1.23
C: -2.12 -4.64 0.02
C: -5.01 3.40 -1.15
Te: -4.18 0.43 2.51
C: -4.46 0.94 -2.33
H: -1.33 -1.69 5.70
C: 4.62 2.21 2.43
H: -1.70 -2.02 -2.49
H: -3.78 3.03 3.76
H: -2.23 0.53 4.91
H: -1.28 -4.66 -0.68
H: -3.01 -6.43 -0.76
C: -5.72 1.19 -1.79
H: -2.01 2.92 5.50
H: -3.11 4.54 3.14
C: 2.38 2.22 3.33
H: 3.54 3.99 2.95
C: 1.73 1.29 -3.95
H: 1.22 -6.39 3.56
C: -3.09 -5.63 -0.03
C: -4.15 -5.60 0.86
H: -2.15 -1.76 4.12
H: -3.34 -2.79 2.57
H: -2.51 1.76 -2.72

LUMO level   -0.2896 eV
Electronic energy   -4742.853350 a.u.
Energy relative to the best compared isomer or geometry (same formula, charge and spin)   0.00 kcal/mol
Orbital gap   7.4846 eV